Formula: C2H9N3
Source: the Open Molecules 2025 dataset
Level of theory: the ωB97M-V functional and the def2-TZVPD basis

Results
E_HOMO = -8.44 eV
Frontier orbital gap = 9.6 eV
Energy relative to the best compared isomer or geometry (same formula, charge and spin) = 297.5 kJ/mol

Each atom is followed by the atoms it is bonded to, with distances in Å.
Positions of all 14 atoms, in Å:
1 C -1.9959 0.1741 0.2576  C2 1.477, H6 1.051, H7 1.054, H8 1.087
2 C -0.6395 0.2782 -0.3180  C1 1.477, N5 1.378, H9 1.138, H10 1.048
3 N -0.4358 -1.9771 -0.2011  N5 1.250, H11 1.099
4 N 2.2843 0.7710 0.2380  H12 1.018, H13 0.966, H14 0.881
5 N 0.1123 -0.8734 -0.4102  C2 1.378, N3 1.250
6 H -2.7130 0.8704 -0.0665  C1 1.051
7 H -2.3007 -0.8328 0.1970  C1 1.054
8 H -1.8424 0.3399 1.3208  C1 1.087
9 H -0.8443 0.5596 -1.4018  C2 1.138
10 H 0.0311 0.9805 0.0770  C2 1.048
11 H 0.2973 -2.7946 -0.2337  N3 1.099
12 H 2.5919 1.5361 -0.3587  N4 1.018
13 H 2.7463 0.8441 1.0836  N4 0.966
14 H 2.7084 0.1240 -0.1840  N4 0.881

Formula: C2H9N3O
Source: the Open Molecules 2025 dataset
Level of theory: the ωB97M-V functional and the def2-TZVPD basis

Results
E_HOMO (spin up / spin down) = -9.12 / -6.11 eV
Frontier orbital gap (spin up / spin down) = 10.1 / 6.3 eV
Energy relative to the best compared isomer or geometry (same formula, charge and spin) = 504.5 kJ/mol

Each atom is followed by the atoms it is bonded to, with distances in Å.
Positions of all 15 atoms, in Å:
1 C 0.5146 -0.4826 -0.4607  N4 1.383, O6 1.267, H7 1.101
2 C -1.7545 -0.6315 -0.3549  N5 1.355, H14 1.083, H15 1.080
3 N 2.2512 1.3185 -0.0889  H8 1.022, H9 1.020
4 N 0.8554 -0.7655 0.8495  C1 1.383, H10 1.012, H11 1.038
5 N -2.2101 0.1726 0.6357  C2 1.355, H12 1.014, H13 1.012
6 O 0.1311 0.6861 -0.7628  C1 1.267
7 H 0.6686 -1.2678 -1.2170  C1 1.101
8 H 2.7439 1.1790 -0.9729  N3 1.022
9 H 1.7823 2.2165 -0.2127  N3 1.020
10 H 1.4299 -1.5925 0.9525  N4 1.012
11 H 1.3580 0.0842 1.1714  N4 1.038
12 H -1.7885 0.0066 1.5430  N5 1.014
13 H -2.2326 1.1587 0.4101  N5 1.012
14 H -1.7256 -1.6881 -0.1187  C2 1.083
15 H -2.0237 -0.3941 -1.3735  C2 1.080

Formula: C2H9N3O
Source: the Open Molecules 2025 dataset
Level of theory: the ωB97M-V functional and the def2-TZVPD basis

Results
E_HOMO = -8.08 eV
Frontier orbital gap = 8.9 eV
Energy relative to the best compared isomer or geometry (same formula, charge and spin) = 379.7 kJ/mol

Each atom is followed by the atoms it is bonded to, with distances in Å.
Positions of all 15 atoms, in Å:
1 C -1.0034 0.2547 0.9766  N5 1.332, O6 1.387, H8 1.102
2 C 1.8203 0.2931 -0.1267  N3 1.463, H13 1.093, H14 1.093, H15 1.091
3 N 0.4112 0.0321 -0.4190  C2 1.463, N4 1.443, H12 1.131
4 N 0.2868 -1.1103 -1.2924  N3 1.443, H9 1.020, H10 1.021
5 N -1.4262 1.3882 0.4203  C1 1.332, H11 1.019
6 O -1.8310 -0.8539 0.8782  C1 1.387, H7 0.970
7 H -1.5041 -1.5587 1.4589  O6 0.970
8 H -0.4067 0.2242 1.9030  C1 1.102
9 H 0.3823 -0.7881 -2.2554  N4 1.020
10 H -0.6629 -1.4705 -1.1901  N4 1.021
11 H -2.4384 1.4959 0.4680  N5 1.019
12 H -0.1635 0.9773 -0.6526  N3 1.131
13 H 2.3180 -0.5998 0.2590  C2 1.093
14 H 2.3327 0.6178 -1.0355  C2 1.093
15 H 1.8851 1.0979 0.6077  C2 1.091

Number 1: DFT total energy -6687.426 eV. Number 2: DFT total energy -8733.211 eV. Number 3: DFT total energy -8734.505 eV.